Entry 1:
Density functional theory data (the ωB97M-V functional and the def2-TZVPD basis) for an isolated molecule of C11H22N2O in a non-equilibrium geometry.

Geometry (Å):
C1 -4.7663 -1.6711 -0.6899
C2 -4.7055 -1.1506 0.4298
C3 -3.5476 -0.5312 1.2134
H1 -3.4586 -1.3789 2.0131
C4 -2.3832 -0.5466 0.3221
C5 -2.5837 0.7287 -0.4320
C6 -1.3504 0.9423 -1.1453
C7 -0.4008 2.2243 -0.9047
C8 0.1825 1.9973 0.5037
C9 1.2466 0.7488 0.6731
C10 2.4096 1.1982 -0.1470
C11 3.3269 -0.0455 -0.0200
O1 4.3563 -0.3025 0.7818
N1 3.2112 -1.1513 -0.6386
H2 2.3604 -1.3345 -1.3861
N2 3.7972 -2.4888 -0.3267
H3 4.7202 -2.6683 -1.0124
H4 4.1856 -2.4764 0.5861
H5 2.3205 1.1541 -1.2892
H6 2.9286 1.9747 0.2466
H7 1.4666 0.6669 1.6333
H8 0.5886 -0.0301 0.5316
H9 -0.5701 1.9307 1.3805
H10 0.7028 2.9316 1.0663
H11 0.4163 2.5616 -1.7459
H12 -0.9009 3.1353 -0.7436
H13 -1.5408 1.1538 -2.3323
H14 -0.6439 0.3094 -1.4131
H15 -2.8544 1.6783 0.1982
H16 -3.3328 0.5861 -1.0841
H17 -1.6050 -0.0678 1.1495
H18 -2.1650 -1.2928 -0.2077
H19 -3.9883 0.3464 1.7492
H20 -5.8333 -1.2074 0.9257
H21 -5.7419 -2.0998 -1.2543
H22 -3.8647 -1.5703 -1.3015

Forces on the atoms, in the same order (eV/Å):
-1.0 -2.9 -8.0
-4.7 2.4 7.4
-3.7 -5.0 1.8
0.1 1.6 -0.7
0.2 10.7 8.9
1.8 1.6 2.1
0.7 7.5 -6.6
1.2 -0.7 1.0
2.1 1.1 4.0
-3.5 5.5 -3.2
0.8 -6.7 -3.1
6.5 -0.4 5.1
-2.6 3.9 -0.3
-5.2 -5.7 -6.6
2.8 0.6 2.6
1.5 0.8 -3.9
-3.1 1.1 2.3
0.3 0.8 1.0
-0.6 1.0 1.6
1.2 2.6 0.9
1.5 0.0 4.4
-0.4 -2.5 -1.6
0.2 -0.5 -1.9
-0.6 -1.5 -2.1
-1.9 -1.6 1.9
-1.4 1.1 -0.3
-0.5 -0.2 2.2
2.8 -4.5 0.3
0.6 -2.0 -0.8
-2.9 -0.1 -2.4
-0.6 -2.3 -2.2
1.9 -6.2 -3.7
1.3 -0.3 -0.7
3.0 0.5 -0.4
2.5 1.0 1.7
-0.3 -0.6 -0.4

Calculated values
SMILES string   C=CCCCCCCCCC(=O)NN

natural (NBO) atomic charge list, values in e, 6 entries: atom 1 (C): -0.436, atom 2 (C): -0.165, atom 3 (C): -0.444, atom 4 (H): 0.218, atom 5 (C): -0.376, atom 6 (C): -0.416

---

Entry 2:
Density functional theory data (the ωB97M-V functional and the def2-TZVPD basis) for a cluster of 2 separate species, C11H22N2O2 in total in a non-equilibrium geometry.

Geometry (Å):
C1 -1.1097 2.2820 1.4199
C2 0.0108 2.0887 0.7330
C3 -1.7228 -2.4830 0.0570
C4 -1.6756 -0.9071 1.9407
C5 1.1735 -2.5929 0.6795
C6 1.1757 2.8195 -1.4862
C7 0.8444 -0.7280 -1.8780
C8 -1.0353 -1.2185 0.5625
C9 0.5059 -1.1710 0.6157
C10 0.0562 2.1667 -0.7136
C11 1.1395 -0.3198 -0.4180
N1 -1.0281 1.9159 -1.3894
N2 2.3222 0.3159 -0.2052
O1 2.9766 0.8452 -1.1624
O2 2.6277 0.6643 1.0169
H1 -0.9246 2.4993 2.4670
H2 -1.9958 2.6346 0.9943
H3 0.9121 2.0682 1.2664
H4 -1.7681 -3.3306 0.7746
H5 -2.7785 -2.2116 -0.0723
H6 -1.4421 -2.9010 -0.9559
H7 -2.5752 -1.5246 2.1456
H8 -0.9944 -1.0091 2.8476
H9 -2.1292 0.0582 1.8672
H10 2.2115 -2.3652 0.9057
H11 0.6935 -2.9900 1.5345
H12 1.0587 -3.1931 -0.1623
H13 0.8086 3.0968 -2.4828
H14 1.9401 2.0633 -1.7997
H15 1.9180 3.3285 -0.8916
H16 1.4082 0.0215 -2.5046
H17 0.9024 -1.8612 -2.0252
H18 -0.1992 -0.5094 -1.9625
H19 -1.2212 -0.3228 -0.0517
H20 0.7050 -0.6594 1.5962
H21 -1.1279 2.1475 -2.3654
H22 -1.6628 1.2823 -0.8976

Forces on the atoms, in the same order (eV/Å):
1.7 0.9 1.0
-0.8 0.4 -0.8
-0.8 -0.6 -1.5
-0.2 -0.9 0.9
0.1 3.2 1.4
-0.7 -1.7 0.1
0.7 0.5 1.3
0.3 0.2 0.4
0.6 -0.2 1.7
2.5 0.8 -0.6
0.5 -0.7 -2.5
-1.4 -0.9 0.3
-0.4 2.0 1.9
0.2 -1.1 0.2
-0.1 -0.9 -1.6
-0.6 -0.5 0.1
-1.5 0.0 -0.6
1.4 -0.5 0.4
0.5 0.6 -0.3
0.0 -0.1 0.0
0.2 0.6 1.1
0.7 -0.2 -0.2
-0.7 0.3 -1.3
0.2 1.0 0.5
0.2 -0.5 0.0
-0.2 -1.2 0.9
-0.3 -0.9 -1.5
0.2 1.1 0.6
-0.4 -0.9 0.4
-0.5 1.3 0.0
-0.4 -1.7 0.1
0.6 1.7 -0.3
-1.0 0.1 -0.5
-0.7 -0.7 -0.2
0.3 -0.6 -0.8
0.0 -0.3 0.1
-0.2 0.5 -0.8

natural (NBO) atomic charge list, values in e, 6 entries: atom 1 (C): -0.363, atom 2 (C): -0.263, atom 3 (C): -0.622, atom 4 (C): -0.609, atom 5 (C): -0.605, atom 6 (C): -0.757

---

Entry 3:
Density functional theory data (the ωB97M-V functional and the def2-TZVPD basis) for a structure of composition C11H22N2O3S in a non-equilibrium geometry.

Geometry (Å):
C1 -4.2543 -1.4138 0.2532
C2 -4.4382 0.0313 0.5161
H1 -5.4352 0.3989 0.1556
H2 -4.5021 0.1399 1.5777
C3 -3.5620 0.8197 -0.2854
N1 -2.3016 0.6227 0.3839
C4 -1.3173 0.2808 -0.3428
O1 -1.3752 0.3084 -1.8333
N2 -0.0546 0.3137 0.0250
H3 0.0371 0.0217 1.0978
C5 1.0315 -0.1077 -0.5927
C6 1.4511 -1.4675 0.0048
O2 1.1613 -2.0983 1.0686
O3 2.5100 -2.1278 -0.5461
C7 2.9823 -3.4241 -0.1196
H4 2.1201 -4.1714 0.2502
H5 3.4535 -3.3566 1.0434
H6 3.7193 -3.8364 -0.5864
H7 0.8112 -0.4737 -1.6678
C8 2.2345 0.7185 -0.6827
C9 2.8083 1.0997 0.4417
H8 3.1082 0.3495 1.2625
H9 2.1057 1.7510 1.1803
S1 4.1680 2.3314 0.5094
C10 5.5251 1.3288 -0.5018
H10 5.7260 0.3593 0.4316
H11 5.2891 0.6041 -1.2521
H12 6.4796 1.9007 -0.3356
H13 2.9412 0.1411 -1.2996
H14 1.9340 1.5098 -1.2646
H15 -2.0507 0.9523 1.2634
C11 -3.9755 2.4311 0.0215
H16 -4.8908 2.7310 -0.2432
H17 -3.2306 2.9873 -0.3291
H18 -3.9985 2.5773 1.2241
H19 -3.5215 1.0263 -1.1761
H20 -4.3175 -1.5504 -1.0804
H21 -5.0386 -2.0500 0.8998
H22 -3.3327 -1.6588 0.5284

Forces on the atoms, in the same order (eV/Å):
-5.5 -1.3 -3.7
-5.1 -1.2 -1.8
0.1 -0.9 0.5
0.8 1.0 0.7
-0.1 4.6 12.2
0.0 -0.4 -1.3
2.1 1.3 -12.1
-0.7 -0.8 7.0
-1.9 0.5 8.6
-0.2 1.0 -2.4
2.2 -6.2 -4.5
2.4 -5.6 4.8
-2.0 3.7 -2.1
1.0 0.6 -3.1
-5.9 1.6 9.2
1.6 1.7 -1.8
-1.0 0.5 -2.9
4.0 -1.8 -4.1
-0.2 1.0 1.4
-0.9 -2.7 -6.3
2.8 4.1 11.9
-0.3 0.2 -1.8
0.8 -1.3 -1.8
1.0 -1.5 -2.6
0.5 -1.9 6.8
-0.4 2.7 -2.5
-0.2 0.8 -1.3
-1.1 -0.7 -1.2
-0.2 0.1 0.0
-0.4 2.3 -1.5
-0.4 0.8 1.9
1.4 -4.5 6.1
-3.5 0.7 -1.7
2.9 2.6 -1.6
0.2 -0.3 -2.6
0.6 -0.4 -9.9
0.0 -0.2 4.3
1.7 1.1 -2.0
3.9 -1.5 1.0

natural (NBO) atomic charge list, values in e, 6 entries: atom 1 (C): -0.554, atom 2 (C): -0.428, atom 3 (H): 0.200, atom 4 (H): 0.212, atom 5 (C): -0.006, atom 6 (N): -0.582

---

Entry 4:
Density functional theory data (the ωB97M-V functional and the def2-TZVPD basis) for a cluster of 2 separate species, C11H22N3 in total in a non-equilibrium geometry.

Geometry (Å):
C1 -0.8921 1.9844 -0.2772
C2 1.5312 0.3483 1.5984
C3 1.3433 0.7071 -0.7515
C4 2.6616 -0.6319 1.3776
C5 2.4407 -0.3224 -1.0297
C6 -1.1293 0.8664 1.8976
C7 -1.0787 -1.5563 -0.8077
C8 -3.2015 -0.7452 0.1119
C9 -2.2629 0.2962 -2.0222
C10 -0.5912 0.9821 0.6002
C11 -2.0734 -0.4190 -0.7022
N1 -1.2021 2.9252 -0.9015
N2 0.6376 0.2129 0.4555
N3 3.3665 -0.3271 0.1562
H1 1.0215 0.2530 2.5121
H2 2.0178 1.3314 1.5003
H3 1.7656 1.6778 -0.4618
H4 0.6526 0.7431 -1.5273
H5 3.3351 -0.6574 2.1477
H6 2.1004 -1.7089 1.1592
H7 2.1292 -1.3035 -1.2420
H8 2.9249 0.1666 -1.9816
H9 -1.1522 -0.2658 2.0251
H10 -0.4620 1.2535 2.6969
H11 -2.0597 1.3777 1.9379
H12 -0.4452 -1.6324 0.0290
H13 -0.3516 -1.3710 -1.7196
H14 -1.6142 -2.4398 -0.9006
H15 -3.7322 -1.6321 -0.3525
H16 -3.0244 -0.9596 1.1821
H17 -3.9983 0.0349 -0.0491
H18 -1.3526 0.5310 -2.5547
H19 -2.4988 1.2692 -1.6378
H20 -2.9707 -0.3289 -2.5695
H21 4.0578 0.4121 0.1402
H22 4.1074 -1.0715 -0.0393

Forces on the atoms, in the same order (eV/Å):
-0.3 3.5 -0.7
1.4 0.7 -2.3
1.0 -2.1 3.0
-3.9 -3.0 -0.8
1.1 4.2 -2.4
-0.1 -1.4 2.4
1.5 2.4 -2.3
-3.5 0.3 0.1
0.1 -0.2 2.1
0.5 -3.2 -2.5
4.4 -0.6 -1.1
0.4 -1.3 0.4
-0.6 1.7 -0.6
2.7 -2.3 -2.8
-0.1 -0.4 1.1
-0.2 0.4 0.8
0.1 0.1 -0.8
-0.9 0.3 -1.6
1.6 -0.4 2.0
1.8 2.5 0.8
-0.6 -1.2 0.0
0.0 -1.5 1.9
-0.7 1.2 0.6
-0.6 0.1 -0.3
-1.0 0.0 0.5
0.7 -0.2 1.3
-1.5 -0.7 1.6
-0.8 -1.9 -0.5
0.7 0.5 0.6
0.0 0.1 -0.6
0.7 -0.4 0.8
0.3 -0.7 -0.3
-1.6 0.9 -0.9
-0.3 0.8 -0.4
-0.7 1.5 0.5
-1.5 0.3 0.4

Calculated values
Net charge   +1

natural (NBO) atomic charge list, values in e, 6 entries: atom 1 (C): 0.200, atom 2 (C): -0.240, atom 3 (C): -0.242, atom 4 (C): -0.221, atom 5 (C): -0.237, atom 6 (C): -0.634

---

Quick rundown of electronic energy, same order as above: -16781.83384, -18832.45300, -31711.51291, -16222.59190 eV
Quick rundown of molar mass, same order as above: 198.31, 214.31, 262.37, 196.32 g mol⁻¹
Quick rundown of energy relative to the best compared isomer or geometry (same formula, charge and spin), same order as above: 215.9, 192.9, 273.3, 86.1 kcal per mole